An isolated molecule of C5H8O. Source: the Open Molecules 2025 dataset; level of theory: ωB97M-V/def2-TZVPD.

Cartesian coordinates (Å):
C (-1.34322, 1.05552, -1.86194)
O (-1.48722, 0.04214, -0.94355)
C (-0.50469, 0.02668, -0.08963)
C (-0.49463, -0.47678, 1.31126)
C (1.04367, -0.63933, 1.13162)
C (0.98236, 0.00549, -0.28556)
H (-0.75962, 1.89070, -1.49257)
H (-1.47315, 0.75622, -2.89915)
H (-1.08425, -1.38508, 1.46971)
H (-0.77327, 0.26018, 2.07977)
H (1.35726, -1.68444, 1.12820)
H (1.65046, -0.08586, 1.85120)
H (1.28119, -0.64508, -1.12498)
H (1.54803, 0.93877, -0.37876)

Atomic forces in eV per Å
C -0.046 -0.364 -0.061
O -0.877 0.362 -1.107
C 1.144 0.203 1.328
C -0.169 -0.027 -0.082
C 0.153 -0.089 0.168
C 0.018 -0.269 -0.192
H -0.008 -0.021 -0.394
H -0.060 0.243 0.285
H 0.108 -0.039 0.140
H -0.013 -0.143 -0.136
H 0.015 0.133 -0.049
H -0.093 -0.089 -0.064
H 0.033 0.096 0.147
H -0.205 0.004 0.019

Its frontier orbital gap (alpha / beta) is 8.8 / 7.5 eV. The calculation puts the energy above the lowest of the compared OMol25 structures with the same formula, charge and spin at 452.2 kJ/mol. Its highest occupied orbital energy (alpha / beta) is -7.7652 / -6.7680 eV. The calculation puts the calculated total energy at -270.38568 Eh.

Atom charges from the natural (NBO) analysis, given in e for atoms 1 to 4: -0.15, -0.43, 0.33, -0.47